Entry 1:
Here is a cluster of 2 separate species, C7H12NO3 in total from the Open Molecules 2025 dataset. Energies are from the ωB97M-V functional and the def2-TZVPD basis.

The geometry in XYZ format:
```
23
Properties=species:S:1:pos:R:3:forces:R:3
C -1.6111 0.4317 0.7294 -0.9547 -0.6450 1.4004
C -1.2165 -1.2942 -1.0336 -0.2089 -2.2593 -0.9528
C -0.2151 0.9987 0.7318 2.7551 1.8785 2.4003
C -0.0846 -0.3392 -1.3533 -0.4850 0.2128 2.3539
C -0.0343 -1.4149 0.9106 1.1564 1.1525 -0.0901
C -1.4767 -1.0642 0.4582 1.4565 -1.2543 -0.7437
C 0.5660 -0.1211 0.0837 -1.8520 -1.5251 -0.6149
N 1.9526 -0.1337 -0.1431 0.3847 -0.5774 -0.6747
O 2.5652 0.5815 0.6833 1.4303 1.0575 1.8237
O 2.9199 2.7415 -0.4104 -1.0265 -0.2703 -1.4105
O 2.1837 2.4292 -1.5464 0.6891 0.4052 1.2970
H -2.0888 0.3596 1.7720 0.1731 1.4230 -1.5830
H -2.1377 0.8760 -0.1133 -0.9490 0.2184 0.6008
H -2.0430 -1.3516 -1.7520 -0.3099 0.6979 0.3063
H -0.7774 -2.3432 -1.1509 -0.6416 1.0969 0.2177
H 0.0507 1.9699 0.1968 -0.9918 -1.1208 0.4235
H 0.1593 1.2071 1.8474 -0.6313 -0.5912 -2.2409
H 0.7129 -0.8415 -1.8032 0.9729 -0.3578 -1.6586
H -0.3752 0.6175 -1.7846 0.2355 -0.1013 -0.2206
H 0.2154 -1.3623 2.0041 -0.3351 0.2388 -0.8951
H 0.4174 -2.3534 0.4984 -0.7014 0.6970 0.3754
H -2.2510 -1.6504 0.9273 -0.4374 -0.2732 -0.0738
H 2.5684 2.0571 0.2479 0.2711 -0.1027 -0.0403
```
Positions in Å, forces in eV/Å.

Values from the calculation:
* orbital gap (alpha / beta): 7.02 / 5.45 eV
* HOMO energy (alpha / beta): -3.41 / -1.83 eV
* F_max: 4.11 eV/Å
* charge: -1


Entry 2:
Here is a structure of composition C7H12NO5S2 from the Open Molecules 2025 dataset. Energies are from the ωB97M-V functional and the def2-TZVPD basis.

The geometry in XYZ format:
```
27
Properties=species:S:1:pos:R:3:forces:R:3
C -0.6324 -3.6694 2.1284 0.0481 -1.5322 3.2297
C 0.8688 1.9301 1.8233 -0.2353 0.5853 0.5873
C 0.0445 -2.9251 2.9861 -0.5452 1.1811 -2.2206
C 1.0702 1.2502 0.7256 0.6809 -0.2064 -3.0457
C -0.8602 0.6638 -1.8673 -0.0505 3.2777 -1.1566
C -1.9490 1.0810 -2.7736 -1.0573 0.6913 1.6554
C 1.1566 1.6886 -2.9082 -1.9534 -2.7595 -2.1936
N 0.3492 0.9727 -1.8958 1.1761 -0.3516 0.1549
O -1.2549 0.1460 -0.6818 1.1373 -1.4493 0.7465
O 1.6061 -0.8871 2.0524 2.0755 -0.6137 -0.4152
O -0.1795 -0.3474 3.5740 -0.6150 -0.1290 0.6544
O -0.6601 -0.8923 1.2339 0.4781 -0.2466 0.0906
O 0.9431 -1.3693 -0.6372 -1.4740 1.9806 1.2620
S 0.3310 -1.1817 2.5554 -1.1018 -1.1392 1.8051
S 0.2032 -0.2948 0.0097 0.6615 -0.6186 -0.6764
H -1.0100 -4.6730 2.4200 0.7385 0.6756 -0.3690
H -1.0500 -3.2260 1.3227 -1.0431 0.9738 -2.8261
H 1.2817 2.9602 1.7941 0.0331 -0.8780 0.2693
H 0.3661 1.5923 2.7403 -0.0688 0.2920 -0.7483
H 0.3898 -3.2200 3.9298 0.6335 -0.0438 1.2319
H 1.7058 1.5110 -0.1750 -0.9009 -0.0417 1.5460
H -2.1938 0.1853 -3.2463 -0.8758 -1.3742 -1.4497
H -1.6750 1.8673 -3.4873 -0.0733 -0.3407 0.4056
H -2.8512 1.3381 -2.1264 1.1520 -0.0180 -1.0011
H 0.4515 2.0403 -3.7754 1.6049 -0.6815 1.3938
H 1.5918 2.5181 -2.4545 0.8260 1.3803 0.7518
H 1.9567 0.9414 -3.2668 -1.2511 1.3862 0.3180
```
Positions in Å, forces in eV/Å.

Values from the calculation:
* orbital gap: 10.46 eV
* HOMO energy: -14.30 eV
* F_max: 4.03 eV/Å
* charge: +1


Entry 3:
Here is the ion C7H12NOS2 with charge +1 from the Open Molecules 2025 dataset. Energies are from the ωB97M-V functional and the def2-TZVPD basis.

The geometry in XYZ format:
```
23
Properties=species:S:1:pos:R:3:forces:R:3
C -0.7238 -2.3957 -2.1477 1.3861 2.5596 2.6639
C -0.5920 -3.5009 -1.1842 -2.5710 1.1064 1.7438
C 0.2502 1.1067 -1.0421 -0.1028 0.7051 1.4044
C 0.9247 0.1187 1.0949 -0.8214 1.0278 1.6681
C -0.3511 2.3287 -0.2699 -0.6841 -0.8580 1.0933
C 0.0651 1.2354 1.7872 3.1140 -0.1104 0.6483
C 0.5334 -1.3264 -0.9166 1.5336 -2.1294 -2.3223
N 0.2337 -0.1084 -0.1855 -2.1921 0.2048 1.2122
O 0.2475 2.3997 1.0486 -1.0483 0.1721 -0.8026
S -1.5174 -1.8571 -3.3350 -0.5797 0.0647 -1.1074
S 0.3383 -2.7120 0.1578 -0.4817 -0.8832 0.4611
H -1.5807 -3.9631 -0.8797 1.1484 0.3950 -0.4600
H 0.0270 -4.1633 -1.6250 1.8153 -2.8452 -1.4034
H -0.2669 0.6866 -1.8786 -0.1913 0.9448 -1.1997
H 1.2943 1.3479 -1.1532 0.3579 -0.1256 -0.8133
H 1.8884 0.5096 0.8637 0.9174 0.0351 0.1430
H 0.9231 -0.7311 1.7813 0.1659 -0.3021 -0.6551
H 0.0206 3.2519 -0.6192 0.0786 0.8340 -1.3848
H -1.4957 2.3791 -0.2474 1.4646 -0.3864 0.1530
H -0.9504 0.9152 1.7871 -1.1833 -0.2162 0.4668
H 0.4880 1.4459 2.8237 -0.8607 -0.4500 -1.2542
H 1.6004 -1.3436 -1.3890 -1.9374 0.7449 0.8308
H -0.7490 -0.1734 0.1965 0.6720 -0.4878 -1.0861
```
Positions in Å, forces in eV/Å.

Values from the calculation:
* orbital gap: 8.23 eV
* HOMO energy: -12.50 eV
* F_max: 3.95 eV/Å
* charge: +1


Entry 4:
Here is the ion C7H12NS with charge +1 from the Open Molecules 2025 dataset. Energies are from the ωB97M-V functional and the def2-TZVPD basis.

The geometry in XYZ format:
```
21
Properties=species:S:1:pos:R:3:forces:R:3
C 0.6142 -0.3861 -0.9478 -1.3749 -0.9744 -2.5259
C -1.4994 1.5784 0.3235 0.6185 -0.9671 0.1827
C 1.2646 0.5440 -0.1517 1.2886 0.4923 3.5211
C -0.2907 2.3763 0.3100 -1.8291 2.8687 -1.6823
C 0.9372 1.9966 -0.4925 0.4197 0.7164 -1.0346
C -1.4977 -1.5208 -0.6198 -0.5996 1.4326 1.9477
C 0.2549 -2.0956 0.9771 0.2308 -0.7772 -0.0341
N -0.0445 -1.5878 -0.3890 1.1786 0.7292 0.9859
S -2.2655 0.2346 0.1694 -0.4554 -0.2696 -0.2872
H 1.0543 0.4358 0.9965 1.2519 -0.0563 -1.6472
H 2.3521 0.4752 -0.5133 -0.9713 -0.4561 0.7287
H -0.7228 3.3957 -0.0630 0.7608 -1.3788 0.0181
H -0.1756 2.7661 1.3006 0.6382 -0.3496 1.0805
H 1.7977 2.7138 -0.4365 -0.6949 -0.7879 0.9152
H 0.7502 2.0737 -1.5636 -0.5270 -0.2352 -0.0586
H -1.5657 -1.5257 -1.6735 -1.1027 -0.2237 -1.0577
H -1.8944 -2.3272 0.0281 -0.3471 0.3108 -1.1012
H -0.3062 -1.5478 1.7418 0.9558 0.6691 -0.1608
H -0.2292 -3.0549 1.0822 0.0767 -0.6219 -0.3932
H 1.3441 -2.2716 1.0303 -0.6218 0.5892 0.6633
H 0.1227 -2.2729 -1.1089 1.1040 -0.7106 -0.0602
```
Positions in Å, forces in eV/Å.

Values from the calculation:
* orbital gap: 7.18 eV
* HOMO energy: -12.09 eV
* F_max: 3.80 eV/Å
* charge: +1


Entry 5:
Here is an isolated molecule of C7H12O from the Open Molecules 2025 dataset. Energies are from the ωB97M-V functional and the def2-TZVPD basis.

The geometry in XYZ format:
```
20
Properties=species:S:1:pos:R:3:forces:R:3
C 0.5046 2.4188 -0.8436 -0.3679 0.8966 -0.1273
C -0.7868 1.6142 -1.0568 0.4986 -0.1622 0.4361
C -0.6105 0.2171 -0.4963 -0.3857 -0.0621 -0.1879
C -0.4665 -0.8966 -1.5009 -0.1141 0.5183 -0.2690
C -0.6057 0.0068 0.8199 0.6761 -0.1157 -0.5193
C -0.2826 -1.2797 1.4656 -0.6355 -0.2371 0.8902
C 0.9011 -1.7361 1.8444 0.4835 -0.3921 -0.7037
O 0.9664 -2.8532 2.6291 0.1722 -0.5167 0.3518
H 0.4847 3.3010 -1.4947 0.1101 -0.0285 0.1289
H 1.4106 1.8686 -1.0759 -0.0126 -0.3040 -0.1270
H 0.6073 2.7861 0.1805 -0.0887 -0.1713 -0.0142
H -1.0046 1.6017 -2.1180 -0.0316 -0.2813 -0.2626
H -1.6491 2.0994 -0.5940 0.1624 0.1231 0.1465
H 0.5254 -0.9462 -1.9567 0.0523 0.0820 0.0681
H -1.1764 -0.7305 -2.3188 0.0750 -0.0462 0.0631
H -0.6879 -1.8468 -1.0553 0.0236 -0.5366 0.2303
H -0.7574 0.8520 1.4815 -0.1232 0.0901 0.0801
H -1.1002 -1.8810 1.8812 -0.0233 0.2753 -0.1147
H 1.8637 -1.3928 1.4755 -0.1091 0.4372 0.1756
H 1.8640 -3.2029 2.7333 -0.3623 0.4311 -0.2447
```
Positions in Å, forces in eV/Å.

Values from the calculation:
* orbital gap: 9.52 eV
* HOMO energy: -8.68 eV
* F_max: 1.12 eV/Å
* structure (SMILES): CC/C(C)=C/C=C/O


Entry 6:
Here is a cluster of 2 separate species, C7H12O in total from the Open Molecules 2025 dataset. Energies are from the ωB97M-V functional and the def2-TZVPD basis.

The geometry in XYZ format:
```
20
Properties=species:S:1:pos:R:3:forces:R:3
C -1.5602 1.6193 -3.4093 0.0154 3.4693 1.1627
C -1.3789 2.2140 -2.1732 -0.4818 -2.5165 -2.6632
C -1.3389 1.4593 -0.8916 4.8866 -0.5045 -0.0817
C -0.1076 0.9410 -0.4327 -3.7566 1.4203 -1.7158
C -0.0832 0.1183 0.7722 -0.1427 -3.2335 0.3908
C 1.2945 -0.0708 1.2909 -1.6394 -0.1078 3.6333
C 1.4290 -0.2422 2.6218 2.1008 -0.9980 -1.2708
H -1.7682 0.5885 -3.4595 -0.1511 -1.1222 -0.2385
H -1.6336 2.2580 -4.3782 0.3467 -1.2705 1.9114
H -1.1664 3.2414 -2.1527 0.0319 1.4312 0.1240
H -2.1856 1.4400 -0.2488 -0.6598 -0.2633 0.3667
H 0.8766 1.0503 -0.9399 -1.1345 0.0614 -0.0937
H -0.3368 -1.0395 0.5168 -0.0307 2.4450 0.1400
H -0.7727 0.3960 1.5987 0.3281 -0.0129 -0.7606
H 2.0637 -0.2554 0.6027 1.2321 0.2161 -0.7202
H 2.3793 -0.5494 3.0492 0.3116 0.2458 -0.3077
H 0.6869 -0.4460 3.3541 -1.2588 0.7323 0.1107
O 1.5644 -4.2012 1.6569 1.5549 3.4898 -1.9643
H 1.1313 -3.7131 0.9077 1.2585 0.1091 0.8560
H 0.9067 -4.8086 1.7149 -2.8113 -3.5912 1.1208
```
Positions in Å, forces in eV/Å.

Values from the calculation:
* orbital gap: 9.55 eV
* HOMO energy: -8.91 eV
* F_max: 4.91 eV/Å
* structure (SMILES): C=C/C=C/CC=C.O